Record 1
ORCA calculation (wB97M-V/def2-TZVPD) on a cluster of 10 separate species, C4H30N2O10S in total at a distorted geometry.

```
47
Properties=species:S:1:pos:R:3:forces:R:3
N 0.56424 1.55425 -1.71141 1.45 -0.41 -2.03
C -0.07116 0.30550 -1.33957 3.42 -0.50 3.15
C -1.33423 -0.19430 -2.02432 2.31 -0.08 -1.31
S -0.90286 -0.21363 -3.83965 -0.54 -0.34 0.17
C -0.28992 0.61767 0.20011 -0.27 2.03 -0.52
N -0.32992 -0.60619 0.98325 -0.58 -0.46 0.57
C 0.04801 -0.41385 2.38155 0.02 0.49 0.33
O -1.07311 0.31638 2.98257 -1.59 -2.77 -0.03
H -0.04368 2.31591 -1.85333 -0.73 1.09 -0.26
H 1.28263 1.49198 -2.45578 -1.18 -0.08 0.39
H 0.89630 -0.40316 -1.31965 -2.70 0.76 -0.40
H -2.09122 0.49170 -1.78519 -1.30 1.08 -0.16
H -1.63517 -1.15894 -1.68576 0.03 -0.83 0.22
H -1.41374 -1.40517 -4.26192 0.05 0.49 0.52
H 0.53744 1.46586 0.49396 -1.76 -3.09 -0.27
H -1.22920 1.25765 0.31447 0.71 -0.82 -0.22
H -1.30926 -1.12233 0.87994 3.00 1.15 0.55
H 0.22095 -1.37868 2.93161 -0.47 0.73 -0.74
H 1.01775 0.22827 2.58720 -2.03 -1.05 -1.02
H -1.86200 -0.31045 2.70704 2.13 2.02 1.00
O 2.75155 0.40640 -0.05220 5.00 0.62 2.00
H 3.74839 0.83290 0.14645 -3.85 -2.18 -0.70
H 2.45543 1.15660 -0.53155 -1.08 1.18 -1.12
O 3.49233 -2.52622 -1.95814 0.38 -0.43 -0.75
H 2.73083 -2.76387 -2.49493 0.00 0.00 -0.04
H 3.11283 -2.17895 -1.16372 -0.46 0.52 0.72
O -0.81010 2.73031 2.18320 2.51 -4.43 -4.46
H -0.95488 1.76869 2.44562 -0.20 1.43 0.19
H -1.13930 3.29319 2.75969 -2.45 3.79 4.48
O -0.46699 -3.88877 0.15856 0.71 0.39 -0.03
H -0.27044 -4.80648 0.04955 -0.49 -1.29 -0.18
H 0.46376 -3.57545 0.18385 -0.61 0.92 0.30
O 0.27481 4.15615 -0.00362 6.65 1.06 -4.68
H -0.49000 4.48235 0.20360 -6.77 2.23 2.40
H 0.50830 3.38532 0.39772 0.13 -3.02 2.14
O -2.70513 -2.23641 1.78177 0.12 1.70 -0.62
H -2.59795 -3.15378 1.96176 0.01 -1.11 0.33
H -3.44204 -1.85520 2.25712 -0.38 -0.48 0.30
O -5.01550 -0.11299 -0.23564 0.11 -3.80 1.28
H -4.20688 0.32639 -0.42839 1.09 0.73 -0.32
H -4.68211 -1.07137 0.03799 -1.12 3.01 -0.95
O 1.66747 -2.32971 0.75290 -2.07 0.93 -0.29
H 1.40917 -1.35693 0.78648 0.43 -1.61 -0.31
H 2.57307 -2.46989 0.85449 2.31 0.06 0.40
O 3.72221 2.64151 -1.41827 0.59 -4.03 -2.94
H 3.15227 3.03092 -2.04863 -0.99 0.30 -1.47
H 3.73705 3.27688 -0.81081 0.45 4.08 4.39
```
Positions in Å, forces in eV/Å.

Computed properties:
DFT total energy   -38921.723 eV
HOMO energy   -0.32271 Eh
SMILES   N[C@H](CS)CNCO.O.O.O.O.O.O.O.O.O
Charge   0

natural (NBO) atomic charge list, values in e, 8 entries: -0.88 -0.09 -0.51 -0.08 -0.25 -0.73 0.07 -0.76

Record 2
ORCA calculation (wB97M-V/def2-TZVPD) on a cluster of 10 separate species, C4H30N2O9S in total at a distorted geometry.

```
46
Properties=species:S:1:pos:R:3:forces:R:3
N -1.79241 0.67588 3.21439 0.44 1.02 -0.14
C -1.70133 1.40388 1.86769 -0.66 0.15 1.68
N -0.82378 0.73239 0.94283 -1.24 -1.70 -0.78
C -0.06959 1.57759 -0.05444 -2.86 -3.30 0.52
C -1.09301 1.94708 -1.18704 1.96 2.15 2.13
C -0.32135 2.95157 -2.10220 -3.69 -0.22 0.16
S -1.28806 3.12285 -3.65007 0.63 -0.04 -0.54
H -2.23406 -0.25365 3.22081 0.52 0.85 -0.38
H -0.97230 0.71709 3.84691 -0.79 -0.15 -1.04
H -2.82799 1.56164 1.67981 1.48 -0.44 -0.58
H -1.30384 2.48599 1.95628 -0.49 -1.68 0.45
H -1.23739 -0.23496 0.58085 1.40 2.99 0.98
H 0.37837 2.33942 0.55613 0.35 0.70 -0.36
H 0.65467 0.82129 -0.40871 0.25 1.01 -0.23
H -1.48038 0.98923 -1.53310 0.38 0.37 -0.95
H -1.96319 2.46482 -0.70702 0.63 -0.28 -0.40
H -0.17930 3.94842 -1.65691 0.03 -0.66 0.05
H 0.54736 2.51675 -2.43653 2.33 -0.63 -0.23
H -0.36562 2.35511 -4.27697 -0.63 0.29 -0.32
O 4.47091 -0.41481 -1.53973 -0.78 -1.10 0.02
H 3.89714 -1.05086 -2.02795 0.61 0.57 0.11
H 4.28265 -0.72594 -0.64079 0.30 0.14 -0.06
O -0.87751 -2.15907 0.92344 1.07 -0.23 1.39
H -0.84361 -2.21706 -0.02361 0.27 -0.04 -1.08
H 0.05352 -1.99250 1.20894 -1.11 0.19 -0.33
O 2.66943 -2.95259 -1.37030 2.10 -1.35 -0.25
H 2.02237 -2.37207 -1.04408 -1.55 1.10 0.59
H 3.00088 -3.37202 -0.54132 -0.49 0.42 -1.07
O 1.95907 -3.20587 1.10616 0.88 -0.63 2.25
H 2.44825 -3.53310 1.91429 -0.53 0.73 -1.26
H 1.10015 -3.60453 1.25281 -0.50 -0.33 -0.30
O 3.93393 2.14890 -0.59275 0.82 0.13 -5.28
H 4.30315 1.30911 -0.95498 -0.51 0.75 0.30
H 3.83114 2.06593 0.28369 -0.51 -0.63 4.94
O -3.79044 -0.09551 -1.24547 1.96 -0.05 1.07
H -3.92200 0.86398 -1.12421 0.19 -0.62 -0.06
H -2.87844 -0.28313 -0.82725 -2.24 0.56 -0.93
O -3.46534 -3.10039 1.03570 -4.23 -0.67 -0.75
H -3.93363 -2.25710 1.08090 -0.75 -0.32 -0.22
H -2.65030 -2.77991 1.21166 4.81 0.92 0.97
O 1.71308 0.86133 2.64841 -0.24 -1.87 1.21
H 1.41984 1.75529 2.75715 -0.38 0.68 0.20
H 1.19281 0.31347 3.31100 0.89 1.21 -1.40
O -0.46321 -1.85467 -1.85516 0.16 0.59 -0.34
H -1.15634 -2.32435 -2.31747 -0.34 -0.42 -0.14
H -0.24434 -1.14496 -2.48179 0.07 -0.16 0.40
```
Positions in Å, forces in eV/Å.

Computed properties:
DFT total energy   -36875.449 eV
HOMO energy   -0.30824 Eh
SMILES   NCNCCCS.O.O.O.O.O.O.O.O.O
Charge   0

natural (NBO) atomic charge list, values in e, 8 entries: -0.89 -0.06 -0.69 -0.21 -0.42 -0.49 -0.06 0.37